C22H50NO10 | wB97M-V/def2-TZVPD

Cartesian coordinates (Å):
C1 -0.235 4.741 1.741
C2 -0.815 5.262 0.280
C3 0.430 5.763 -0.661
N1 1.231 4.659 -1.313
C4 0.370 3.663 -2.058
C5 -0.828 4.179 -3.051
O1 -0.959 5.428 -3.546
O2 -1.869 3.206 -3.524
C6 -0.128 2.295 -1.235
O3 1.170 1.557 -1.092
C7 2.229 2.332 -1.816
O4 3.531 2.462 -1.547
O5 1.401 2.966 -2.896
H1 0.947 4.851 1.807
H2 -0.540 3.623 1.902
H3 -0.672 5.441 2.598
H4 -1.557 4.513 -0.229
H5 -1.459 6.238 0.525
H6 0.025 6.577 -1.417
H7 1.179 6.345 0.063
H8 1.784 5.151 -2.078
H9 -0.817 1.539 -1.813
H10 -0.582 2.480 -0.148
C8 6.283 -0.698 -2.315
C9 5.793 -1.517 -1.132
C10 4.504 -2.252 -1.462
O6 5.574 -0.655 -0.018
H11 5.546 0.063 -2.596
H12 7.205 -0.165 -2.059
H13 6.476 -1.335 -3.184
H14 6.564 -2.239 -0.840
H15 3.704 -1.546 -1.713
H16 4.156 -2.827 -0.598
H17 4.643 -2.935 -2.305
H18 4.891 -0.010 -0.268
C11 -4.993 1.952 -0.314
C12 -5.024 3.342 -0.931
C13 -5.945 3.390 -2.140
O7 -3.706 3.713 -1.326
H19 -4.616 1.214 -1.031
H20 -4.317 1.929 0.548
H21 -5.990 1.644 0.015
H22 -5.360 4.069 -0.184
H23 -5.602 2.702 -2.922
H24 -5.948 4.392 -2.582
H25 -6.971 3.124 -1.867
H26 -3.400 3.073 -1.990
C14 3.536 -6.000 -0.256
C15 2.418 -5.390 -1.086
C16 1.430 -6.448 -1.548
O8 2.977 -4.737 -2.223
H27 4.104 -6.732 -0.841
H28 4.247 -5.229 0.060
H29 3.140 -6.497 0.635
H30 1.895 -4.629 -0.496
H31 1.923 -7.196 -2.179
H32 0.638 -5.996 -2.155
H33 0.970 -6.958 -0.696
H34 3.444 -5.404 -2.753
C17 5.868 -6.516 2.697
C18 4.706 -7.294 3.296
C19 4.941 -7.597 4.767
O9 4.540 -8.517 2.582
H35 6.798 -7.091 2.759
H36 5.690 -6.316 1.635
H37 6.011 -5.562 3.214
H38 3.781 -6.720 3.181
H39 5.839 -8.210 4.902
H40 4.103 -8.168 5.181
H41 5.057 -6.675 5.346
H42 5.358 -9.034 2.678
C20 -9.069 2.701 1.651
C21 -7.883 3.641 1.796
C22 -8.067 4.589 2.970
O10 -7.731 4.398 0.597
H43 -9.992 3.260 1.466
H44 -8.928 2.033 0.795
H45 -9.202 2.093 2.551
H46 -6.965 3.058 1.933
H47 -8.956 5.216 2.832
H48 -7.212 5.268 3.054
H49 -8.171 4.038 3.910
H50 -8.541 4.918 0.467

For the HOMO energy, the calculation gives -4.733 eV. As for the frontier orbital gap: 6.756 eV. The value obtained for the molar mass is 488.6 g mol⁻¹. For the largest force on an atom, the calculation gives 9.19 eV/Å. As for the lowest unoccupied orbital energy: 0.074 hartree. As for the net charge: -1.

C4H5NO2 | wB97M-V/def2-TZVPD

Cartesian coordinates (Å):
O1 -1.071 -2.302 -1.069
C1 -0.856 -1.164 -0.724
C2 0.468 -0.792 -0.129
C3 1.048 0.505 -0.544
N1 0.654 0.309 0.841
C4 -0.485 1.029 1.295
O2 -1.361 1.498 0.615
H1 -1.584 -0.347 -0.884
H2 1.117 -1.642 0.058
H3 0.417 1.154 -1.149
H4 2.120 0.590 -0.693
H5 -0.467 1.161 2.384

For the HOMO energy, the calculation gives -10.006 eV. As for the frontier orbital gap: 10.543 eV. The value obtained for the molar mass is 99.1 g mol⁻¹. For the largest force on an atom, the calculation gives 0.54 eV/Å. Its energy above the lowest of the compared OMol25 structures with the same formula, charge and spin is 50.2 kcal/mol. As for the lowest unoccupied orbital energy: 0.020 hartree. As for the SMILES: O=C[C@H]1CN1C=O.

C24H16AsF10N3O7RuS | wB97M-V/def2-TZVPD

Cartesian coordinates (Å):
Ru1 0.086 0.280 0.101
C1 2.785 0.092 1.799
N1 2.453 -0.148 0.403
C2 2.677 -1.543 0.019
C3 1.472 -2.409 0.413
N2 0.263 -1.880 -0.155
C4 -0.369 -2.418 -1.190
C5 -1.729 -2.045 -1.384
F1 -2.245 -1.166 -0.476
C6 -2.514 -2.496 -2.420
F2 -3.775 -2.072 -2.546
C7 -1.981 -3.408 -3.334
F3 -2.725 -3.865 -4.350
C8 -0.655 -3.813 -3.192
F4 -0.125 -4.655 -4.087
C9 0.129 -3.334 -2.157
F5 1.428 -3.707 -2.129
C10 3.150 0.795 -0.464
C11 2.585 0.818 -1.887
N3 1.141 0.867 -1.874
C12 0.496 1.084 -3.019
C13 1.053 1.248 -4.323
F6 2.387 1.148 -4.524
C14 0.280 1.511 -5.440
F7 0.881 1.677 -6.624
C15 -1.107 1.601 -5.359
F8 -1.850 1.837 -6.447
C16 -1.703 1.436 -4.110
F9 -3.032 1.522 -3.986
C17 -0.920 1.198 -3.002
F10 -1.536 1.054 -1.785
H1 3.860 -0.045 1.978
H2 2.220 -0.586 2.434
H3 2.515 1.112 2.074
H4 3.590 -1.934 0.487
H5 2.785 -1.597 -1.065
H6 1.341 -2.382 1.502
H7 1.647 -3.445 0.111
H8 4.224 0.557 -0.518
H9 3.031 1.792 -0.028
H10 2.933 -0.056 -2.456
H11 2.997 1.708 -2.380
O1 -2.264 1.131 1.011
As1 -3.066 0.709 2.490
O2 -4.633 0.918 2.333
O3 0.161 2.154 2.089
C18 -2.040 1.405 3.982
C19 -2.136 2.640 4.602
C20 -1.319 2.878 5.701
C21 -0.442 1.905 6.162
C22 -0.342 0.676 5.525
C23 -1.164 0.443 4.443
S1 -1.095 -0.978 3.383
O4 -0.844 -2.176 4.103
O5 -2.558 -0.979 2.790
O6 -0.166 -0.634 2.345
H12 -2.875 1.048 0.262
H13 -2.835 3.379 4.226
H14 -1.367 3.831 6.206
H15 0.166 2.109 7.027
H16 0.356 -0.084 5.841
O7 0.154 2.969 -0.054
C24 0.159 2.322 0.921

For the HOMO energy (alpha / beta), the calculation gives -7.183 / -7.165 eV. As for the frontier orbital gap (alpha / beta): 5.582 / 5.674 eV. The value obtained for the molar mass is 856.4 g mol⁻¹. For the largest force on an atom, the calculation gives 6.87 eV/Å. As for the lowest unoccupied orbital energy (alpha / beta): -0.059 / -0.055 hartree.

C27H56BiN10O7 | wB97M-V/def2-TZVPD

Cartesian coordinates (Å):
Bi1 0.226 -0.257 -0.081
C1 -0.112 -2.206 3.153
N1 -1.510 -1.881 2.998
C2 -2.138 -1.272 4.160
C3 -2.216 -2.109 1.857
N2 -1.720 -1.871 0.665
C4 -2.391 -2.488 -0.483
C5 -1.606 -2.322 -1.775
N3 -1.310 -0.915 -2.085
C6 -2.487 -0.027 -2.106
C7 -2.619 0.810 -0.843
N4 -1.342 1.456 -0.505
C8 -1.411 2.564 0.229
N5 -0.336 3.353 0.383
C9 0.859 3.152 -0.414
C10 -0.185 4.243 1.532
N6 -2.583 2.962 0.810
C11 -3.004 4.353 0.830
C12 -3.307 2.057 1.701
C13 -0.501 -0.783 -3.311
C14 0.252 0.539 -3.330
N7 1.332 0.470 -2.347
C15 2.530 0.886 -2.690
N8 3.652 0.329 -2.149
C16 4.663 1.187 -1.526
C17 3.640 -1.097 -1.839
N9 2.758 1.846 -3.641
C18 1.855 2.945 -3.936
C19 3.962 1.866 -4.462
N10 -3.482 -2.614 2.060
C20 -4.668 -2.109 1.391
C21 -3.746 -3.576 3.122
H1 0.003 -2.939 3.960
H2 0.482 -1.325 3.408
H3 0.266 -2.624 2.231
H4 -1.642 -0.323 4.378
H5 -2.062 -1.921 5.037
H6 -3.187 -1.069 3.958
H7 -3.390 -2.081 -0.640
H8 -2.522 -3.563 -0.316
H9 -2.187 -2.783 -2.586
H10 -0.654 -2.853 -1.707
H11 -3.405 -0.606 -2.242
H12 -2.408 0.636 -2.967
H13 -2.949 0.165 -0.024
H14 -3.392 1.563 -1.005
H15 0.574 2.765 -1.385
H16 1.552 2.440 0.052
H17 1.370 4.107 -0.535
H18 -0.344 5.286 1.256
H19 0.829 4.139 1.918
H20 -0.866 3.958 2.328
H21 -2.438 4.928 0.099
H22 -2.888 4.815 1.814
H23 -4.060 4.402 0.555
H24 -2.712 1.162 1.873
H25 -4.292 1.800 1.300
H26 -3.433 2.543 2.668
H27 -1.135 -0.875 -4.203
H28 0.227 -1.596 -3.327
H29 -0.447 1.347 -3.093
H30 0.633 0.712 -4.339
H31 5.032 1.942 -2.219
H32 5.504 0.572 -1.221
H33 4.271 1.674 -0.632
H34 3.550 -1.678 -2.760
H35 2.825 -1.383 -1.183
H36 4.584 -1.352 -1.361
H37 0.992 2.935 -3.285
H38 1.514 2.901 -4.973
H39 2.379 3.894 -3.796
H40 4.533 0.956 -4.317
H41 4.590 2.730 -4.231
H42 3.671 1.937 -5.513
H43 -4.472 -1.139 0.936
H44 -5.454 -1.968 2.136
H45 -5.048 -2.795 0.630
H46 -2.813 -3.975 3.511
H47 -4.330 -4.404 2.715
H48 -4.312 -3.134 3.947
O1 3.301 -4.876 -1.164
C22 2.229 -4.082 -1.084
O2 1.652 -3.626 -2.037
C23 1.814 -3.810 0.354
O3 1.895 -2.427 0.621
C24 3.097 -2.028 1.281
C25 3.353 -0.531 1.143
O4 4.435 -0.147 1.557
O5 2.434 0.197 0.611
H49 3.506 -5.042 -2.097
H50 0.769 -4.108 0.449
H51 2.423 -4.392 1.045
H52 3.044 -2.267 2.347
H53 3.965 -2.539 0.859
C26 1.571 1.566 3.262
C27 0.101 1.376 2.971
O6 -0.742 1.823 3.740
O7 -0.257 0.716 1.896
H54 1.678 2.297 4.059
H55 2.130 1.865 2.377
H56 2.006 0.620 3.594

For the HOMO energy, the calculation gives -10.909 eV. As for the frontier orbital gap: 9.204 eV. The value obtained for the molar mass is 841.8 g mol⁻¹. For the largest force on an atom, the calculation gives 0.55 eV/Å. As for the lowest unoccupied orbital energy: -0.063 hartree. As for the net charge: +1.

C6H13NO3 | wB97M-V/def2-TZVPD

Cartesian coordinates (Å):
C1 -1.575 0.658 -1.210
C2 1.435 -0.191 -0.925
C3 -1.263 -1.771 -1.135
N1 -0.884 -0.468 -0.584
H1 -2.342 -1.938 -1.069
H2 -1.238 0.743 -2.244
H3 -1.350 1.586 -0.694
H4 -2.659 0.527 -1.174
H5 1.143 -0.556 -1.903
H6 2.212 0.537 -1.122
H7 1.715 -0.961 -0.219
H8 -0.734 -2.555 -0.597
H9 -0.970 -1.775 -2.187
C4 2.006 1.006 1.787
C5 -0.708 -0.453 0.845
C6 1.058 1.256 0.627
O1 -1.620 0.358 1.458
O2 -0.115 -1.337 1.428
O3 0.724 2.364 0.294
H10 -1.569 0.175 2.407
H11 2.495 1.927 2.108
H12 2.790 0.304 1.497
H13 1.449 0.562 2.612

For the HOMO energy, the calculation gives -7.544 eV. As for the frontier orbital gap: 7.535 eV. The value obtained for the molar mass is 147.2 g mol⁻¹. For the largest force on an atom, the calculation gives 4.14 eV/Å. Its energy above the lowest of the compared OMol25 structures with the same formula, charge and spin is 115.9 kcal/mol. As for the lowest unoccupied orbital energy: 0.000 hartree.

C17H54O15 | wB97M-V/def2-TZVPD

Cartesian coordinates (Å):
O1 0.378 -1.138 -5.457
C1 1.389 -0.543 -4.655
C2 0.827 0.017 -3.364
O2 -0.026 1.132 -3.606
H1 0.190 -2.022 -5.125
H2 2.201 -1.256 -4.482
H3 1.824 0.281 -5.228
H4 1.671 0.373 -2.771
H5 0.266 -0.771 -2.853
H6 -0.496 1.000 -4.437
O3 -3.250 -0.308 3.415
C3 -3.247 -0.246 1.996
C4 -4.620 0.094 1.501
O4 -5.585 -0.876 1.901
H7 -2.344 -0.514 3.685
H8 -2.562 0.532 1.636
H9 -2.888 -1.199 1.586
H10 -4.605 0.143 0.414
H11 -4.919 1.074 1.888
H12 -5.396 -1.065 2.828
O5 4.007 1.256 -0.819
C5 3.717 -0.122 -0.595
C6 4.760 -0.847 0.225
O6 5.989 -0.994 -0.463
H13 4.629 1.293 -1.552
H14 2.791 -0.123 -0.013
H15 3.518 -0.635 -1.540
H16 4.349 -1.815 0.544
H17 4.956 -0.305 1.151
H18 5.849 -1.545 -1.239
O7 -0.590 -1.079 4.299
C7 -0.235 -2.171 3.440
C8 1.246 -2.272 3.157
O8 1.986 -2.873 4.211
H19 -0.143 -1.179 5.143
H20 -0.557 -3.095 3.933
H21 -0.787 -2.059 2.508
H22 1.627 -1.253 3.003
H23 1.470 -2.807 2.236
H24 1.911 -2.347 5.012
O9 -2.635 -1.641 -4.618
C9 -3.609 -1.808 -3.614
C10 -3.252 -1.177 -2.259
O10 -2.783 -2.164 -1.313
H25 -2.268 -0.755 -4.571
H26 -4.571 -1.393 -3.952
H27 -3.804 -2.871 -3.470
H28 -4.130 -0.669 -1.859
H29 -2.456 -0.444 -2.406
H30 -3.592 -2.556 -0.969
C11 2.471 2.655 3.242
C12 1.089 3.129 3.641
O11 1.098 3.376 5.043
H31 2.697 1.689 3.703
H32 3.277 3.347 3.477
H33 2.519 2.465 2.166
H34 0.336 2.383 3.385
H35 0.903 4.053 3.078
H36 0.211 3.631 5.314
C13 0.367 0.679 1.188
C14 -0.342 0.236 -0.065
O12 -0.475 -1.185 -0.105
H37 1.276 0.105 1.355
H38 -0.286 0.526 2.050
H39 0.605 1.739 1.129
H40 0.166 0.551 -0.987
H41 -1.327 0.706 -0.151
H42 -1.290 -1.409 -0.583
C15 1.563 -4.061 -0.632
O13 1.486 -2.821 -1.294
H43 0.582 -4.506 -0.438
H44 2.108 -4.780 -1.244
H45 2.105 -3.976 0.318
H46 0.801 -2.280 -0.865
C16 1.545 3.521 -1.811
O14 0.354 3.970 -2.438
H47 2.111 4.337 -1.368
H48 1.399 2.699 -1.106
H49 2.236 3.129 -2.575
H50 0.011 3.163 -2.837
C17 -2.334 3.153 -0.713
O15 -3.498 2.509 -0.189
H51 -1.602 3.405 0.061
H52 -1.897 2.403 -1.368
H53 -2.541 4.066 -1.272
H54 -3.923 3.134 0.407

For the HOMO energy, the calculation gives -10.085 eV. As for the frontier orbital gap: 10.378 eV. The value obtained for the molar mass is 498.6 g mol⁻¹. For the largest force on an atom, the calculation gives 1.30 eV/Å. Its energy above the lowest of the compared OMol25 structures with the same formula, charge and spin is 0.0 kcal/mol. As for the lowest unoccupied orbital energy: 0.011 hartree. As for the SMILES: OCCO.OCCO.OCCO.OCCO.OCCO.CCO.CCO.CO.CO.CO.

C7H10N3O2 | wB97M-V/def2-TZVPD

Cartesian coordinates (Å):
C1 0.642 -1.948 1.610
C2 0.412 1.281 0.890
C3 1.705 -1.173 1.141
C4 2.885 -1.214 1.777
C5 -1.504 -2.787 0.734
C6 0.250 0.834 -1.470
C7 -1.983 1.611 0.959
N1 1.440 -0.583 -0.066
N2 -0.387 -2.284 1.028
N3 0.570 0.362 -0.121
O1 -2.625 -2.075 0.781
O2 -0.633 1.809 1.323
H1 3.735 -0.500 1.410
H2 3.046 -1.825 2.654
H3 -1.664 -3.789 0.437
H4 0.599 0.053 -2.239
H5 0.813 1.640 -1.688
H6 -0.864 0.981 -1.617
H7 -2.370 2.362 1.539
H8 -2.215 0.540 1.279
H9 -1.994 1.865 -0.116
H10 -3.457 -2.471 0.440

For the HOMO energy (alpha / beta), the calculation gives -11.946 / -11.303 eV. As for the frontier orbital gap (alpha / beta): 6.934 / 5.657 eV. The value obtained for the molar mass is 168.2 g mol⁻¹. For the largest force on an atom, the calculation gives 4.82 eV/Å. Its energy above the lowest of the compared OMol25 structures with the same formula, charge and spin is 213.8 kcal/mol. As for the lowest unoccupied orbital energy (alpha / beta): -0.184 / -0.207 hartree. As for the net charge: +1.

Q: Which of these has the highest largest force on an atom?
A: C22H50NO10

Q: What is the molar mass in the first record?
A: 488.6 g mol⁻¹

Q: The lowest largest force on an atom belongs to which entry?
A: C4H5NO2